[1]
Computed, not measured: a molecular structure, C40H48AsFIrN4O5Sb, with wB97M-V/def2-TZVPD.

Properties
Max |F| (eV/Å): 0.542
Orbital gap (eV): 5.95

ORCA input file:
```
! wB97M-V def2-TZVPD RIJCOSX def2/J DEFGRID3
* xyz 2 1
Ir -0.692 1.315 -0.918
C 5.276 1.649 -0.386
C 5.833 0.346 -0.886
C 7.188 0.268 -1.198
C 7.771 -0.919 -1.617
C 7.000 -2.063 -1.733
C 5.647 -1.997 -1.437
C 5.051 -0.807 -1.019
Sb 2.961 -1.035 -0.618
C 2.181 0.538 -1.961
C 1.331 1.630 -1.678
C 0.851 2.516 -2.664
C 1.103 2.228 -4.003
C 1.875 1.132 -4.305
C 2.445 0.305 -3.319
C 3.324 -0.812 -3.804
C 3.005 -0.441 1.477
C 3.368 -1.610 2.159
C 3.481 -1.661 3.540
C 3.217 -0.520 4.281
C 2.859 0.645 3.623
C 2.746 0.705 2.232
C 2.335 2.018 1.626
H 6.008 2.448 -0.487
H 5.016 1.567 0.672
H 4.381 1.942 -0.940
H 7.801 1.156 -1.103
H 8.827 -0.947 -1.848
H 7.443 -2.996 -2.053
H 5.046 -2.896 -1.543
H 1.211 1.950 -0.590
H 0.432 3.477 -2.406
H 0.755 2.893 -4.782
H 2.087 0.908 -5.343
H 3.156 -0.999 -4.862
H 3.139 -1.746 -3.270
H 4.377 -0.561 -3.663
H 3.573 -2.523 1.604
H 3.776 -2.581 4.026
H 3.306 -0.531 5.359
H 2.679 1.545 4.201
H 2.523 2.835 2.323
H 1.261 2.029 1.405
H 2.892 2.231 0.713
C -5.100 -4.293 1.435
C -5.422 -4.240 -0.049
N -4.687 -3.188 -0.765
C -3.608 -3.597 -1.656
C -2.373 -4.098 -0.921
C -5.142 -1.933 -0.639
O -6.124 -1.610 0.009
C -4.407 -0.796 -1.322
C -5.118 -0.010 -2.217
C -4.494 1.084 -2.798
C -3.219 1.411 -2.398
N -2.559 0.704 -1.461
C -3.125 -0.412 -0.968
H -5.669 -5.094 1.904
H -5.373 -3.353 1.912
H -4.040 -4.475 1.608
H -6.487 -4.057 -0.193
H -5.175 -5.183 -0.537
H -3.357 -2.766 -2.315
H -3.994 -4.388 -2.305
H -2.011 -3.348 -0.217
H -1.581 -4.333 -1.632
H -2.595 -5.003 -0.355
H -6.142 -0.269 -2.456
H -4.990 1.693 -3.540
H -2.698 2.255 -2.828
H -2.579 -0.987 -0.241
F -1.223 0.912 6.258
C -1.622 0.243 5.186
C -0.751 -0.191 4.275
N -1.181 -0.900 3.160
C -0.274 -1.247 2.094
C -0.487 -0.386 0.876
O -0.017 -0.663 -0.264
O -1.161 0.716 0.948
C -2.521 -1.124 2.907
O -2.883 -1.637 1.860
N -3.377 -0.712 3.886
C -3.065 0.005 5.054
O -3.913 0.372 5.816
H 0.316 -0.036 4.369
H -0.420 -2.281 1.777
H 0.763 -1.140 2.420
H -4.361 -0.893 3.724
C -0.017 4.621 0.256
As -1.432 3.598 -0.563
C -2.853 3.606 0.732
C -2.071 4.710 -2.010
H -0.358 5.648 0.384
H 0.884 4.616 -0.355
H 0.199 4.192 1.231
H -3.145 4.636 0.933
H -2.496 3.137 1.648
H -3.710 3.050 0.354
H -1.985 5.747 -1.688
H -3.120 4.493 -2.202
H -1.497 4.567 -2.923
*
```



[2]
Computed, not measured: 2 unconnected molecules or ions with the total composition C3H2OS at a distorted geometry, with wB97M-V/def2-TZVPD.

Properties
SMILES: O=C=S.C#C
Max |F| (eV/Å): 6.576
Orbital gap (eV): 10.91

ORCA input file:
```
! wB97M-V def2-TZVPD RIJCOSX def2/J DEFGRID3
* xyz 0 1
C -0.314 0.940 0.460
C -0.106 -0.245 0.119
C -1.927 -2.601 1.680
O -1.406 -3.606 1.420
S -2.633 -1.330 2.031
H -0.169 1.865 0.886
H 0.070 -1.147 -0.371
*
```



[3]
Computed, not measured: a single C5H10 molecule at a distorted geometry, with wB97M-V/def2-TZVPD.

Properties
SMILES: C=C(C)CC
Max |F| (eV/Å): 4.778
Orbital gap (eV): 9.87

ORCA input file:
```
! wB97M-V def2-TZVPD RIJCOSX def2/J DEFGRID3
* xyz 0 1
C -1.892 -0.202 -0.559
C -0.839 -0.095 0.723
C 0.528 0.134 0.253
C 1.428 -1.106 -0.143
C 0.917 1.460 -0.137
H -2.827 -0.149 -0.042
H -1.509 -1.110 -1.034
H -1.703 0.672 -1.276
H -1.115 0.745 1.490
H -0.955 -1.028 1.444
H 2.471 -0.740 -0.485
H 1.617 -1.887 0.668
H 1.039 -1.648 -1.019
H 0.210 2.306 0.044
H 1.921 1.690 -0.609
*
```



[4]
Computed, not measured: a molecular structure, C2H4I2 at a distorted geometry, with wB97M-V/def2-TZVPD.

Properties
Max |F| (eV/Å): 2.586
Orbital gap (eV): 8.81

ORCA input file:
```
! wB97M-V def2-TZVPD RIJCOSX def2/J DEFGRID3
* xyz 0 1
C 0.889 0.049 0.322
C -0.531 -0.036 -0.382
I -1.781 1.661 0.025
I -1.799 -1.902 0.023
H 0.680 0.045 1.486
H 1.511 -0.824 -0.023
H 1.397 0.966 -0.026
H -0.366 0.041 -1.427
*
```



[5]
Computed, not measured: 2 unconnected molecules or ions with the total composition C2H8O2 at a distorted geometry, with wB97M-V/def2-TZVPD.

Properties
Max |F| (eV/Å): 2.079
Orbital gap (spin up / spin down) (eV): 8.38 / 1.99

ORCA input file:
```
! wB97M-V def2-TZVPD RIJCOSX def2/J DEFGRID3
* xyz 1 2
C -2.187 1.083 -0.830
O -1.713 -0.152 -1.464
H -1.584 1.936 -1.192
H -3.225 1.120 -1.124
H -2.008 0.885 0.246
H -2.536 -0.440 -1.928
C 1.630 -0.999 0.832
O 2.457 0.015 1.498
H 2.347 -1.794 0.600
H 0.854 -1.317 1.547
H 1.211 -0.684 -0.111
H 1.873 0.776 1.546
*
```



[6]
Computed, not measured: 2 unconnected molecules or ions with the total composition C9H14 at a distorted geometry, with wB97M-V/def2-TZVPD.

Properties
SMILES: Cc1ccccc1.CC
Max |F| (eV/Å): 5.287
Orbital gap (eV): 10.04

ORCA input file:
```
! wB97M-V def2-TZVPD RIJCOSX def2/J DEFGRID3
* xyz 0 1
C 1.751 -3.698 -2.337
C 0.548 -4.294 -1.541
H 1.469 -3.701 -3.349
H 1.951 -2.776 -2.029
H 2.553 -4.318 -2.198
H -0.461 -4.028 -1.850
H 0.611 -4.046 -0.570
H 0.729 -5.407 -1.581
C 0.516 -0.155 -0.839
C -1.997 1.962 1.004
C -1.364 1.116 0.080
C -1.227 2.606 2.008
C 0.029 0.948 0.046
C 0.156 2.478 1.914
C 0.740 1.586 1.046
H -3.056 1.894 0.938
H -1.888 0.584 -0.706
H -1.769 3.265 2.728
H 0.917 2.965 2.612
H 0.385 -1.183 -0.775
H 1.623 -0.194 -0.974
H 1.806 1.352 1.311
H 0.220 0.306 -1.835
*
```



[7]
Computed, not measured: a single C6H8NOP molecule at a distorted geometry, with wB97M-V/def2-TZVPD.

Properties
SMILES: N=C=C/C=C\C=C\PO
Max |F| (eV/Å): 3.455
Orbital gap (eV): 8.81

ORCA input file:
```
! wB97M-V def2-TZVPD RIJCOSX def2/J DEFGRID3
* xyz 0 1
C 1.790 0.929 -0.621
C 0.732 1.583 -0.119
C 1.977 -0.525 -0.708
C -0.555 1.073 0.388
C 1.572 -1.426 0.165
C -1.465 0.501 -0.418
N 1.115 -2.437 0.618
O -3.420 -1.417 -0.666
P -3.220 0.081 -0.012
H 2.500 1.589 -0.949
H 0.591 2.727 -0.049
H 2.832 -0.738 -1.304
H -0.693 1.280 1.394
H -1.424 0.313 -1.542
H 1.438 -2.791 1.499
H -2.628 -1.865 -0.836
H -2.892 -0.153 1.286
*
```



[8]
Computed, not measured: a molecular structure, C21H24LaN2OP2S at a distorted geometry, with wB97M-V/def2-TZVPD.

Properties
Max |F| (eV/Å): 5.478
Orbital gap (eV): 5.51

ORCA input file:
```
! wB97M-V def2-TZVPD RIJCOSX def2/J DEFGRID3
* xyz 1 1
C -2.127 -2.146 2.773
C -1.187 -1.610 1.893
C -1.646 -1.048 0.661
C -2.996 -1.195 0.303
C -3.924 -1.651 1.242
C -3.493 -2.137 2.471
C -3.458 -0.900 -1.092
C -2.326 -0.655 -2.048
C -1.003 -0.540 -1.578
C 0.088 -0.555 -2.505
C -0.220 -0.509 -3.862
C -1.542 -0.453 -4.315
C -2.593 -0.513 -3.407
H -1.777 -2.605 3.698
H -4.981 -1.662 0.969
H -4.215 -2.524 3.189
H -4.027 -1.786 -1.445
H 0.602 -0.529 -4.586
H -1.746 -0.396 -5.385
H -3.631 -0.490 -3.749
N -0.769 -0.366 -0.201
La 0.172 1.717 0.492
C 0.290 -1.659 2.243
H 0.879 -2.054 1.398
H 0.470 -2.268 3.141
C 1.533 -0.629 -2.022
H 1.651 -1.380 -1.221
H 2.210 -0.887 -2.852
P 1.033 -0.008 2.625
P 2.226 0.956 -1.323
C 2.433 1.905 -2.858
H 2.835 2.897 -2.617
H 3.128 1.365 -3.513
H 1.469 2.036 -3.361
C 3.940 0.449 -0.970
H 4.461 0.214 -1.908
H 4.453 1.271 -0.453
H 3.953 -0.428 -0.308
C 0.129 0.427 4.149
H 0.474 -0.222 4.965
H 0.325 1.481 4.391
H -0.950 0.300 4.002
C 2.683 -0.419 3.267
H 3.209 0.513 3.519
H 2.585 -1.054 4.158
H 3.258 -0.940 2.489
C -0.713 3.450 -1.431
O -1.229 4.079 -2.248
H -4.206 -0.108 -1.103
S 2.221 3.199 1.803
C 1.350 4.561 1.409
N 0.697 5.506 1.112
*
```



[9]
Computed, not measured: 2 unconnected molecules or ions with the total composition C4H12NO2 at a distorted geometry, with wB97M-V/def2-TZVPD.

Properties
Max |F| (eV/Å): 3.106
Orbital gap (eV): 7.04

ORCA input file:
```
! wB97M-V def2-TZVPD RIJCOSX def2/J DEFGRID3
* xyz -1 1
C 0.942 -1.369 -0.714
C 0.554 0.100 -0.836
C -0.374 0.133 -2.035
N -0.125 0.633 0.394
C -1.367 -0.227 0.942
O -2.268 -0.613 0.107
H 0.111 -1.954 -0.361
H 1.376 -1.751 -1.624
H 1.713 -1.429 0.038
H 1.415 0.706 -0.921
H 0.116 -0.448 -2.931
H -1.415 -0.199 -1.789
H -0.580 1.178 -2.356
H -0.615 1.506 0.231
H -0.801 -1.079 1.551
H -1.782 0.525 1.642
H 2.060 0.509 2.455
H 1.722 0.778 1.064
O 2.166 1.231 1.824
*
```



[10]
Computed, not measured: 2 unconnected molecules or ions with the total composition C4H12N2O3 at a distorted geometry, with wB97M-V/def2-TZVPD.

Properties
SMILES: CNC(=O)[C@@H](N)CO.O
Max |F| (eV/Å): 2.021
Orbital gap (eV): 10.41

ORCA input file:
```
! wB97M-V def2-TZVPD RIJCOSX def2/J DEFGRID3
* xyz 0 1
N -0.309 1.542 1.228
C 0.304 0.251 0.973
C -0.019 -0.797 2.060
O 0.719 -0.425 3.224
C -0.265 -0.310 -0.355
N -0.490 0.610 -1.329
C 0.449 1.694 -1.636
O -0.788 -1.414 -0.409
H -1.313 1.463 1.108
H -0.144 1.754 2.214
H 1.389 0.229 0.904
H -1.084 -0.776 2.293
H 0.235 -1.783 1.695
H 1.287 -1.142 3.513
H -0.975 0.273 -2.146
H 1.495 1.392 -1.632
H 0.283 2.531 -0.967
H 0.188 2.094 -2.608
H -0.251 -2.667 -1.984
H -0.498 -1.815 -3.195
O -0.212 -2.705 -2.954
*
```



[11]
Computed, not measured: a single C6H12O molecule at a distorted geometry, with wB97M-V/def2-TZVPD.

Properties
SMILES: C/C(=C\O)C(C)C
Max |F| (eV/Å): 2.830
Orbital gap (eV): 9.41

ORCA input file:
```
! wB97M-V def2-TZVPD RIJCOSX def2/J DEFGRID3
* xyz 0 1
C 0.678 -0.683 -0.028
C -0.865 1.464 0.042
C 1.447 -0.340 1.247
C 1.442 -0.236 -1.275
C -0.741 -0.030 -0.001
C -1.741 -0.881 -0.045
O -3.087 -0.454 0.098
H -3.149 0.497 -0.053
H 0.560 -1.770 -0.074
H -1.686 -1.957 -0.012
H -1.374 1.839 -0.848
H -1.434 1.778 0.919
H 0.115 1.930 0.093
H 1.617 0.732 1.328
H 0.885 -0.492 -2.173
H 2.417 -0.835 1.246
H 0.895 -0.669 2.124
H 1.611 0.839 -1.268
H 2.410 -0.732 -1.320
*
```



[12]
Computed, not measured: a molecular structure, C8H16Cl8F4MgN2O8S4 at a distorted geometry, with wB97M-V/def2-TZVPD.

Properties
Max |F| (eV/Å): 5.740
Orbital gap (eV): 7.64

ORCA input file:
```
! wB97M-V def2-TZVPD RIJCOSX def2/J DEFGRID3
* xyz 0 1
Mg -3.472 -0.141 -1.527
N -2.073 0.006 -0.301
S -0.486 -0.224 -0.106
O -0.074 -0.931 1.031
O 0.270 0.856 -0.620
F -0.317 -1.283 -1.271
S -2.362 0.739 1.215
O -1.429 1.673 1.684
O -3.021 -0.133 2.087
F -3.573 1.629 0.635
N -3.272 -0.677 -3.307
S -3.475 0.063 -4.808
O -4.819 0.468 -4.939
O -2.813 -0.517 -5.889
F -2.723 1.388 -4.439
S -2.601 -2.098 -3.746
O -1.228 -1.984 -4.047
O -3.440 -2.957 -4.476
F -2.605 -2.660 -2.237
Cl 4.480 2.205 -2.405
C 3.175 1.041 -2.793
C 1.844 1.754 -2.907
Cl 1.830 2.778 -4.371
H 3.155 0.282 -2.011
H 3.477 0.500 -3.687
H 1.730 2.377 -2.028
H 1.065 1.006 -3.007
Cl 3.164 -0.275 0.955
C 2.929 1.177 1.954
C 2.969 2.447 1.142
Cl 2.951 3.851 2.235
H 3.714 1.198 2.709
H 2.007 1.037 2.518
H 2.090 2.525 0.506
H 3.853 2.450 0.513
Cl 0.029 0.207 4.352
C -0.555 1.681 5.164
C 0.023 2.947 4.598
Cl -0.176 4.314 5.723
H -0.316 1.517 6.211
H -1.643 1.721 5.112
H -0.368 3.205 3.618
H 1.104 2.865 4.480
Cl 0.731 -3.944 -1.002
C 0.439 -5.156 0.262
C -0.087 -4.560 1.538
Cl -1.677 -3.780 1.277
H 1.371 -5.704 0.409
H -0.234 -5.893 -0.176
H 0.574 -3.735 1.803
H -0.137 -5.256 2.369
*
```



> max |F| of number 11 (C6H12O)?

2.830 eV/Å